{
  "formula": "C3H11NO",
  "method": "wB97M-V/def2-TZVPD",
  "elements": ["C", "C", "N", "C", "H", "H", "H", "H", "H", "H", "H", "H", "H", "H", "H", "O"],
  "xyz": [[0.736, 1.684, 1.410], [0.388, 0.413, 0.591], [-1.022, -0.087, 0.548], [-1.310, -1.477, -0.047], [1.805, 1.852, 1.283], [0.212, 2.548, 0.939], [0.353, 1.617, 2.454], [0.688, 0.583, -0.433], [1.131, -0.385, 0.919], [-1.390, -0.100, 1.473], [-2.495, -1.676, -0.171], [-0.815, -2.115, 0.798], [-0.842, -1.671, -1.014], [0.242, -0.806, -3.307], [1.228, -0.057, -2.215], [1.088, -0.322, -3.229]],
  "nbo_charge": [-0.61, -0.20, -0.64, -0.42, 0.22, 0.21, 0.21, 0.16, 0.15, 0.35, 0.21, 0.18, 0.19, 0.47, 0.48, -0.95],
  "e_lumo_ev": 0.86,
  "smiles": "CCNC.O",
  "orbital_gap_ev": 9.634,
  "total_energy_ha": -250.831787,
  "relative_energy_ev": 1.7649,
  "homo_ev": -8.77
}